Molecular formula: C3H13NSi2
Method: DFT, wB97M-V/def2-TZVPD

The geometry in XYZ format:
```
19
Properties=species:S:1:pos:R:3
C -1.385 -0.836 -1.486
C -2.514 -1.077 0.764
C 2.429 1.751 -0.111
N -1.595 -0.340 -0.155
Si 3.146 0.052 0.294
Si -0.832 1.072 0.458
H -1.502 -1.930 -1.315
H -2.142 -0.406 -2.127
H -0.422 -0.452 -1.913
H -2.191 -2.111 1.062
H -2.500 -0.560 1.808
H -3.631 -1.199 0.502
H 2.416 1.925 -1.305
H 2.375 2.607 0.469
H 4.191 -0.732 -0.618
H 3.775 -0.094 1.695
H 2.036 -0.953 0.222
H -0.294 0.866 1.787
H -1.361 2.418 -0.031
```

Molecular weight   119.316 g mol⁻¹
Energy above the lowest of the compared OMol25 structures with the same formula, charge and spin   6.228 eV
E   -20561.915 eV
HOMO energy (alpha / beta)   -8.468 / -6.923 eV
LUMO (alpha / beta)   -0.2 / -0.5 eV